(1)
Density functional theory data (the ωB97M-V functional and the def2-TZVPD basis) for a molecular structure, C14H23Br2NO5PS.

Properties
- Kohn-Sham gap (eV) = 5.72
- HOMO level (eV) = -3.82

Geometry as ORCA input:
```
! wB97M-V def2-TZVPD RIJCOSX def2/J DEFGRID3
* xyz -1 1
C 4.29 0.47 -0.83
C 3.06 1.31 -1.19
C 2.55 2.16 -0.03
O 1.17 1.88 0.17
C 0.53 1.94 1.43
S 1.27 3.06 2.66
N -0.81 2.36 1.11
C -1.48 1.22 0.63
O -2.44 1.26 -0.07
C -0.79 -0.08 1.14
C -1.77 -0.82 2.05
Br -3.50 -0.09 2.30
C -1.48 -1.95 2.71
C -0.21 -2.74 2.64
Br -2.71 -2.77 3.90
P -0.19 -1.15 -0.35
C -0.80 -0.32 -1.83
O -1.28 -2.40 -0.27
C 0.41 0.51 2.00
C 1.78 -0.16 2.03
H 4.16 -0.03 0.13
H 5.19 1.10 -0.75
H 4.48 -0.30 -1.58
H 2.25 0.64 -1.50
H 3.31 1.95 -2.03
H 3.12 1.95 0.88
H 2.64 3.22 -0.26
H 1.66 4.00 1.79
H -1.29 2.83 1.88
H 0.38 -2.58 3.55
H 0.38 -2.49 1.77
H -0.45 -3.80 2.60
H -0.32 0.66 -1.97
H -0.59 -0.96 -2.69
H -1.87 -0.15 -1.80
H -0.80 -3.23 -0.37
H 0.05 0.60 3.03
H 2.08 -0.53 1.05
H 1.83 -0.98 2.74
H 2.52 0.57 2.37
C -4.26 -0.96 -3.72
C -3.10 -0.79 -4.73
O -2.47 -1.83 -5.05
O -2.89 0.39 -5.11
H -4.38 -2.01 -3.43
H -4.06 -0.36 -2.83
H -5.19 -0.60 -4.16
*
```



(2)
Density functional theory data (the ωB97M-V functional and the def2-TZVPD basis) for a molecular structure, C14H23BrO5P in a non-equilibrium geometry.

Properties
- Kohn-Sham gap (eV) = 6.11
- HOMO level (eV) = -3.69

Geometry as ORCA input:
```
! wB97M-V def2-TZVPD RIJCOSX def2/J DEFGRID3
* xyz -1 1
C -3.04 -2.30 4.26
C -2.44 -2.67 2.82
C -0.99 -1.98 2.79
C 0.04 -2.76 1.93
O -1.21 -0.56 2.49
P -0.53 0.02 1.14
O -0.93 -0.61 -0.14
O 1.14 0.11 1.33
C 1.80 -0.07 0.09
O 3.10 0.53 0.26
C 3.84 0.49 -0.96
O -0.99 1.65 1.12
C -1.65 1.99 -0.10
C -0.66 2.23 -1.31
C 0.21 3.42 -1.17
C 1.21 3.78 -2.17
C 1.31 2.91 -3.35
C 0.44 1.73 -3.50
C 0.59 0.78 -4.74
C -0.57 1.36 -2.48
H -2.30 -2.60 5.06
H -4.06 -2.71 4.43
H -3.08 -1.17 4.33
H -2.40 -3.82 2.64
H -3.07 -2.09 2.08
H -0.64 -2.03 3.86
H 0.09 -3.81 2.36
H 1.10 -2.38 2.01
H -0.26 -2.92 0.85
H 1.31 0.46 -0.77
H 1.96 -1.16 -0.17
H 4.26 1.51 -1.19
H 4.73 -0.20 -0.85
H 3.23 0.12 -1.82
H -2.52 1.33 -0.38
H -2.11 3.01 0.08
H 0.13 4.05 -0.25
H 1.85 4.68 -2.00
H 2.06 3.13 -4.15
H 0.15 1.20 -5.68
H 1.68 0.53 -4.84
H 0.08 -0.18 -4.46
H -1.22 0.46 -2.57
Br -1.63 -5.47 3.15
*
```



(3)
Density functional theory data (the ωB97M-V functional and the def2-TZVPD basis) for 8 unconnected molecules or ions with the total composition C14H23Cl12FOS in a non-equilibrium geometry.

Properties
- Kohn-Sham gap (eV) = 9.86
- HOMO level (eV) = -9.54

Geometry as ORCA input:
```
! wB97M-V def2-TZVPD RIJCOSX def2/J DEFGRID3
* xyz 0 1
F 4.66 -1.90 -3.81
C 4.26 -0.74 -4.40
C 5.08 0.40 -4.40
C 4.43 1.62 -4.66
C 3.13 1.69 -5.01
C 2.42 0.52 -5.24
C 2.99 -0.75 -4.95
H 6.09 0.20 -4.06
H 4.97 2.58 -4.57
H 2.71 2.64 -5.30
H 1.45 0.58 -5.76
H 2.41 -1.63 -5.03
C -3.91 0.88 2.29
S -2.44 1.15 3.27
O -1.40 0.52 2.36
C -2.37 2.97 3.05
H -3.99 -0.21 2.30
H -3.71 1.13 1.29
H -4.76 1.29 2.82
H -3.24 3.48 3.51
H -2.32 3.14 1.93
H -1.47 3.34 3.55
C -4.97 -4.58 1.76
Cl -3.81 -5.78 2.23
Cl -5.61 -3.64 3.20
H -4.63 -3.83 1.09
H -5.83 -5.18 1.39
C -0.47 -1.26 -0.05
Cl 0.64 -2.33 -0.96
Cl -2.13 -1.76 -0.38
H -0.25 -1.42 0.97
H -0.27 -0.29 -0.50
C -0.75 -3.71 5.17
Cl -1.52 -5.24 5.55
Cl -1.87 -2.80 4.17
H -0.67 -3.02 5.99
H 0.19 -3.89 4.54
C 1.19 2.00 3.72
Cl 2.61 0.98 3.67
Cl 0.56 2.16 5.34
H 1.58 2.98 3.36
H 0.38 1.65 3.10
C 2.72 2.37 -1.31
Cl 3.39 3.81 -0.49
Cl 2.03 1.22 -0.23
H 1.82 2.70 -1.95
H 3.51 1.94 -1.92
C -0.50 0.65 -3.23
Cl -0.54 2.52 -3.34
Cl -1.23 -0.10 -4.61
H 0.53 0.36 -3.10
H -1.13 0.61 -2.37
*
```



(4)
Density functional theory data (the ωB97M-V functional and the def2-TZVPD basis) for a molecular structure, C14H23N2NiP in a non-equilibrium geometry.

Properties
- Kohn-Sham gap (spin up / spin down) (eV) = 4.77 / 7.68
- ⟨S²⟩ = 2.01
- HOMO level (spin up / spin down) (eV) = -4.07 / -7.02

Geometry as ORCA input:
```
! wB97M-V def2-TZVPD RIJCOSX def2/J DEFGRID3
* xyz 0 3
C -4.41 -1.83 -0.62
C -3.93 -0.89 -1.52
C -2.81 -0.10 -1.22
C -2.20 -0.25 0.01
C -2.60 -1.25 0.91
C -3.73 -2.03 0.58
C -2.30 0.88 -2.26
C -1.29 1.92 -1.76
N -1.69 2.86 -0.73
Ni -0.73 0.94 0.42
C -1.78 -1.43 2.16
P -0.83 0.16 2.42
H -4.43 -0.76 -2.48
H -4.09 -2.80 1.25
H -5.30 -2.42 -0.87
H -1.01 -2.21 2.06
H -2.40 -1.67 3.05
H -1.74 0.30 -3.02
H -3.09 1.40 -2.80
H -0.44 1.39 -1.30
C 0.73 -0.28 3.23
C -1.87 0.91 3.70
H -0.86 2.48 -2.60
C -3.06 2.92 -0.26
C -0.99 4.15 -0.72
H 2.05 -0.95 -2.16
H -3.35 3.98 -0.18
H -3.75 2.36 -0.91
H -3.10 2.46 0.74
H -1.71 4.97 -0.59
H -0.28 4.15 0.13
H -0.41 4.29 -1.66
H -1.83 0.26 4.60
H -1.49 1.91 3.94
H -2.90 0.97 3.34
H 0.56 -0.60 4.27
H 1.23 -1.05 2.64
H 1.31 0.65 3.22
H -0.02 1.44 1.76
N 0.74 -0.14 -0.47
C 1.49 -0.57 -1.27
*
```



(5)
Density functional theory data (the ωB97M-V functional and the def2-TZVPD basis) for a molecular structure, C14H23N2O2Sn in a non-equilibrium geometry.

Properties
- Kohn-Sham gap (eV) = 8.22
- HOMO level (eV) = -11.31

Geometry as ORCA input:
```
! wB97M-V def2-TZVPD RIJCOSX def2/J DEFGRID3
* xyz 1 1
Sn 0.01 0.21 -1.12
C 4.40 0.68 -0.10
C 2.97 1.10 -0.29
O 2.18 0.20 -0.66
C 2.57 2.47 -0.08
C 3.57 3.43 0.19
C 3.26 4.75 0.38
C 1.92 5.14 0.36
C 0.92 4.23 0.14
C 1.22 2.88 -0.11
O 0.20 2.07 -0.36
H 4.46 -0.40 -0.19
H 4.78 0.99 0.88
H 5.03 1.14 -0.86
H 4.60 3.13 0.23
H 4.05 5.48 0.55
H 1.66 6.18 0.53
H -0.12 4.52 0.14
C -2.74 0.85 0.84
N -2.32 -0.14 -0.17
C -3.10 0.06 -1.39
C -2.43 -1.49 0.38
C -1.43 -2.44 -0.26
N -0.03 -2.00 0.00
C 0.38 -2.24 1.39
C 0.88 -2.71 -0.91
H -3.80 0.74 1.10
H -2.58 1.86 0.45
H -2.15 0.73 1.74
H -4.18 -0.06 -1.20
H -2.81 -0.66 -2.16
H -2.93 1.06 -1.78
H -3.45 -1.87 0.27
H -2.22 -1.45 1.44
H -1.58 -2.51 -1.33
H -1.58 -3.45 0.15
H 0.39 -3.31 1.62
H -0.30 -1.75 2.09
H 1.38 -1.84 1.55
H 0.82 -3.80 -0.77
H 1.91 -2.40 -0.72
H 0.63 -2.49 -1.94
*
```



(6)
Density functional theory data (the ωB97M-V functional and the def2-TZVPD basis) for a molecular structure, C14H23N2PSZn in a non-equilibrium geometry.

Properties
- Kohn-Sham gap (spin up / spin down) (eV) = 4.89 / 4.53
- HOMO level (spin up / spin down) (eV) = -4.96 / -4.61

Geometry as ORCA input:
```
! wB97M-V def2-TZVPD RIJCOSX def2/J DEFGRID3
* xyz 0 1
C -2.66 0.28 -3.93
C -2.46 -0.97 -3.34
C -1.79 -1.09 -2.09
C -1.50 0.08 -1.36
C -1.49 1.28 -2.08
C -2.12 1.40 -3.33
C -1.65 -2.50 -1.60
C -0.27 -3.24 -1.45
N 1.01 -2.62 -1.65
Zn -1.42 0.51 0.60
C -0.90 2.53 -1.47
P 0.84 2.45 -0.81
H -2.82 -1.87 -3.83
H -2.21 2.39 -3.78
H -3.22 0.35 -4.86
H -1.51 2.89 -0.61
H -0.86 3.33 -2.23
H -2.16 -2.60 -0.62
H -2.22 -3.13 -2.31
H -0.26 -3.63 -0.43
C 1.28 4.13 -0.38
C 1.89 1.91 -2.17
H -0.30 -4.12 -2.11
C 1.39 -1.93 -2.85
C 2.01 -2.87 -0.66
H 1.10 1.57 0.29
H 1.88 -2.61 -3.58
H 0.51 -1.46 -3.33
H 2.13 -1.15 -2.59
H 2.63 -3.76 -0.88
H 2.70 -2.02 -0.57
H 1.52 -3.05 0.31
H 2.29 2.80 -2.69
H 2.72 1.31 -1.77
H 1.31 1.31 -2.89
H 1.29 4.75 -1.29
H 0.54 4.54 0.33
H 2.28 4.13 0.07
H 0.97 0.86 1.62
S -0.37 -0.76 4.43
C -0.16 0.04 3.10
N 0.05 0.53 1.96
*
```



(7)
Density functional theory data (the ωB97M-V functional and the def2-TZVPD basis) for a molecular structure, C14H23N2PSZn in a non-equilibrium geometry.

Properties
- Kohn-Sham gap (spin up / spin down) (eV) = 3.56 / 4.56
- HOMO level (spin up / spin down) (eV) = -3.49 / -4.39

Geometry as ORCA input:
```
! wB97M-V def2-TZVPD RIJCOSX def2/J DEFGRID3
* xyz 0 1
C 2.07 3.27 -0.71
C 1.18 3.28 0.36
C 0.64 2.07 0.85
C 0.96 0.87 0.23
C 1.88 0.85 -0.82
C 2.44 2.06 -1.29
C -0.25 2.15 2.07
C -1.66 1.54 2.03
N -1.88 0.47 1.02
Zn -0.09 -0.70 0.83
C 2.29 -0.46 -1.47
P 0.99 -1.72 -1.57
H 0.91 4.22 0.85
H 3.16 2.04 -2.11
H 2.45 4.22 -1.10
H 3.10 -0.95 -0.91
H 2.64 -0.31 -2.51
H 0.27 1.70 2.93
H -0.38 3.21 2.33
H -1.89 1.12 3.02
C 1.55 -3.26 -2.29
C -0.36 -1.01 -2.51
H -2.40 2.34 1.83
C -2.29 1.08 -0.27
C -2.96 -0.44 1.47
H 0.57 -2.09 -0.25
H -3.23 1.64 -0.12
H -1.52 1.77 -0.63
H -2.47 0.29 -1.01
H -3.92 0.10 1.48
H -3.04 -1.29 0.78
H -2.74 -0.80 2.48
H -0.13 -1.09 -3.58
H -1.30 -1.54 -2.28
H -0.50 0.05 -2.25
H 1.92 -3.09 -3.32
H 2.36 -3.68 -1.68
H 0.72 -3.98 -2.32
H -0.38 -3.16 1.23
S 0.87 -4.45 4.15
C 0.40 -3.54 2.98
N 0.02 -2.77 2.09
*
```



(8)
Density functional theory data (the ωB97M-V functional and the def2-TZVPD basis) for a molecular structure, C14H23N2PSn in a non-equilibrium geometry.

Properties
- Kohn-Sham gap (spin up / spin down) (eV) = 7.20 / 4.38
- HOMO level (spin up / spin down) (eV) = -15.74 / -14.40

Geometry as ORCA input:
```
! wB97M-V def2-TZVPD RIJCOSX def2/J DEFGRID3
* xyz 2 1
C -2.76 0.19 -2.70
C -2.54 -1.00 -2.01
C -1.78 -1.00 -0.83
C -1.26 0.21 -0.32
C -1.41 1.37 -1.07
C -2.20 1.38 -2.22
C -1.68 -2.31 -0.10
C -0.30 -3.01 0.00
N 0.89 -2.21 -0.12
Sn -0.58 0.71 1.75
C -0.78 2.67 -0.66
P 0.76 2.34 0.33
H -2.97 -1.95 -2.34
H -2.37 2.35 -2.69
H -3.38 0.20 -3.59
H -1.48 3.29 -0.07
H -0.51 3.25 -1.55
H -2.12 -2.22 0.91
H -2.31 -3.02 -0.64
H -0.25 -3.48 1.00
C 1.27 3.89 1.10
C 1.92 2.01 -1.03
H -0.24 -3.80 -0.79
C 1.30 -1.80 -1.44
C 1.98 -2.55 0.76
H -0.60 0.09 3.42
H 1.68 -2.66 -2.03
H 0.47 -1.33 -1.99
H 2.09 -1.04 -1.37
H 2.50 -3.46 0.39
H 2.70 -1.72 0.81
H 1.58 -2.72 1.77
H 2.17 2.96 -1.53
H 2.83 1.57 -0.60
H 1.51 1.31 -1.77
H 1.42 4.67 0.34
H 0.52 4.20 1.85
H 2.23 3.67 1.60
H -0.08 -0.24 4.87
N 1.24 -0.45 6.76
C 0.56 -0.37 5.81
*
```



(9)
Density functional theory data (the ωB97M-V functional and the def2-TZVPD basis) for a molecular structure, C14H23N3O in a non-equilibrium geometry.

Properties
- Kohn-Sham gap (eV) = 8.69
- HOMO level (eV) = -8.04

Geometry as ORCA input:
```
! wB97M-V def2-TZVPD RIJCOSX def2/J DEFGRID3
* xyz 0 1
C 3.06 3.18 0.61
C 2.38 1.92 0.28
N 3.09 0.93 -0.06
C 2.32 -0.32 -0.25
N 0.97 -0.59 -0.31
C 0.16 0.58 0.19
N -1.21 0.35 0.36
C -1.68 -0.84 -0.05
H -1.01 -1.53 0.46
H -1.70 -1.20 -0.99
C -3.09 -0.74 0.75
C -3.73 -2.23 0.50
H -2.99 -3.24 1.00
H -3.69 -2.51 -0.41
H -4.64 -2.35 0.91
O -4.01 -0.06 0.27
C -3.36 1.06 -0.20
C -3.29 1.24 -1.70
H -4.06 1.01 -2.31
H -2.44 0.75 -2.01
H -3.16 2.32 -2.18
C -2.19 1.63 0.59
H -2.24 1.78 1.57
H -1.75 2.53 0.21
H -4.14 2.15 -0.19
H -2.83 -0.67 1.80
C 0.86 1.71 0.39
H 0.34 2.94 0.64
C 2.97 -1.56 -0.47
C 2.47 -2.80 0.13
H 2.51 -2.58 1.09
H 2.94 -3.68 -0.38
H 1.43 -2.81 -0.20
C 4.50 -1.50 -0.24
H 5.05 -2.31 -0.53
H 4.67 -1.06 0.90
H 4.96 -0.47 -0.85
H 2.97 -1.61 -1.41
H 4.00 3.10 0.17
H 2.94 3.50 1.69
H 2.61 3.96 0.21
*
```



(10)
Density functional theory data (the ωB97M-V functional and the def2-TZVPD basis) for C14H23N3O2S in the gas phase.

Properties
- SMILES = CCCCCCC[C@@H]1C[C@H](CSc2ncn[nH]2)OC1=O
- Kohn-Sham gap (eV) = 9.46
- HOMO level (eV) = -9.06

Geometry as ORCA input:
```
! wB97M-V def2-TZVPD RIJCOSX def2/J DEFGRID3
* xyz 0 1
C -2.57 -1.48 -6.52
C -2.52 -0.88 -5.12
C -2.80 -1.94 -4.05
C -2.87 -1.38 -2.63
C -1.53 -0.86 -2.12
C -1.62 -0.43 -0.66
C -0.28 0.10 -0.14
C -0.33 0.49 1.34
C 0.93 1.20 1.83
C 1.39 0.40 3.06
C 2.82 -0.13 2.95
S 4.02 1.20 2.67
C 4.00 1.95 4.23
N 3.22 1.65 5.24
C 3.60 2.52 6.20
N 4.57 3.33 5.84
N 4.83 2.96 4.57
O 0.52 -0.73 3.18
C -0.44 -0.74 2.24
O -1.25 -1.62 2.18
H -1.82 -2.26 -6.63
H -2.37 -0.71 -7.27
H -3.55 -1.91 -6.72
H -3.27 -0.09 -5.04
H -1.54 -0.44 -4.95
H -3.75 -2.43 -4.28
H -2.02 -2.71 -4.10
H -3.21 -2.17 -1.96
H -3.60 -0.58 -2.60
H -0.77 -1.64 -2.22
H -1.20 -0.01 -2.72
H -1.93 -1.28 -0.05
H -2.38 0.35 -0.55
H 0.49 -0.67 -0.29
H 0.01 0.98 -0.72
H -1.23 1.09 1.51
H 0.74 2.24 2.09
H 1.70 1.18 1.06
H 1.30 0.97 3.99
H 3.10 -0.66 3.86
H 2.91 -0.80 2.09
H 3.15 2.54 7.17
H 5.54 3.42 4.03
*
```



(11)
Density functional theory data (the ωB97M-V functional and the def2-TZVPD basis) for C14H23NO4 in the gas phase.

Properties
- SMILES = COc1cccc(OCCOCCN(C)CCO)c1
- Kohn-Sham gap (eV) = 9.15
- HOMO level (eV) = -8.31

Geometry as ORCA input:
```
! wB97M-V def2-TZVPD RIJCOSX def2/J DEFGRID3
* xyz 0 1
C 5.61 2.74 2.01
O 4.51 2.13 1.38
C 4.66 0.86 0.91
C 5.82 0.11 1.00
C 5.84 -1.18 0.48
C 4.73 -1.71 -0.13
C 3.55 -0.95 -0.23
O 2.52 -1.57 -0.87
C 1.27 -0.92 -0.97
C 0.47 -0.99 0.35
O -0.72 -0.25 0.32
C -1.75 -0.80 -0.48
C -3.04 -0.05 -0.15
N -4.06 -0.29 -1.15
C -4.64 -1.62 -1.04
C -5.04 0.77 -1.25
C -5.94 0.99 -0.02
O -6.90 1.99 -0.25
C 3.53 0.33 0.30
H 5.92 2.19 2.91
H 6.47 2.84 1.33
H 5.27 3.74 2.30
H 6.71 0.50 1.47
H 6.74 -1.76 0.55
H 4.73 -2.71 -0.54
H 1.38 0.13 -1.28
H 0.74 -1.46 -1.76
H 1.07 -0.56 1.16
H 0.27 -2.05 0.58
H -1.53 -0.68 -1.55
H -1.84 -1.88 -0.26
H -3.36 -0.33 0.87
H -2.79 1.01 -0.14
H -3.88 -2.36 -1.28
H -5.04 -1.84 -0.04
H -5.45 -1.71 -1.77
H -5.69 0.54 -2.11
H -4.50 1.69 -1.47
H -5.33 1.24 0.86
H -6.52 0.09 0.20
H -6.45 2.81 -0.49
H 2.65 0.96 0.25
*
```